{"formula": "C24H32N4O2S4Ti", "method": "ωB97M-V/def2-TZVPD", "elements": ["Ti", "C", "C", "N", "N", "C", "N", "S", "C", "C", "C", "C", "C", "N", "H", "H", "H", "H", "H", "H", "H", "H", "H", "C", "C", "S", "C", "C", "S", "C", "C", "S", "H", "H", "H", "H", "H", "H", "H", "H", "H", "H", "H", "H", "C", "C", "C", "C", "C", "C", "C", "C", "C", "C", "O", "O", "H", "H", "H", "H", "H", "H", "H", "H", "H", "H", "H"], "positions_angstrom": [[0.055970, 0.831181, -0.163895], [4.182540, -0.099021, 1.389464], [2.799133, -0.084508, 0.837437], [2.239357, 0.932588, 0.279739], [3.071580, 2.021949, 0.127385], [2.408707, 3.115992, -0.108227], [3.079760, 4.265020, -0.254456], [0.688829, 3.176670, -0.348953], [1.945688, -1.272844, 1.011026], [2.429508, -2.452522, 1.560461], [1.556625, -3.498250, 1.811380], [0.212063, -3.320041, 1.540873], [-0.196282, -2.128919, 0.970842], [0.650267, -1.138024, 0.662794], [4.527390, 0.910029, 1.587584], [4.230210, -0.683156, 2.304163], [4.869121, -0.544697, 0.663534], [4.071290, 4.274852, -0.075327], [2.603360, 5.137533, -0.399003], [3.475157, -2.554629, 1.803075], [1.923361, -4.422283, 2.236943], [-0.524785, -4.078340, 1.763181], [-1.243218, -1.957603, 0.765578], [-2.074759, 1.051541, -3.449740], [-2.786926, 0.189695, -2.421384], [-1.709661, -0.774493, -1.349564], [-0.805541, -1.872115, -2.463648], [0.348271, -1.229258, -3.221493], [1.409852, -0.274729, -2.106867], [1.834977, 1.163522, -3.109927], [0.643294, 1.926847, -3.687012], [-0.810794, 2.037664, -2.606351], [-2.800353, 1.731536, -3.897034], [-1.659913, 0.457024, -4.260042], [-3.490996, -0.498013, -2.891729], [-3.364311, 0.806212, -1.729293], [-1.511433, -2.325684, -3.161397], [-0.440975, -2.683172, -1.831068], [-0.006676, -0.592863, -4.024799], [0.961982, -2.007427, -3.676717], [2.505261, 0.852117, -3.912211], [2.419494, 1.791532, -2.437632], [0.307027, 1.491791, -4.627625], [0.961181, 2.942253, -3.919579], [-3.748105, 5.178869, 5.449160], [-3.096479, 4.265121, 4.460382], [-1.907748, 3.616081, 4.782984], [-1.287944, 2.739061, 3.912827], [-0.012085, 2.097237, 4.382191], [-1.900681, 2.506009, 2.647115], [-3.125329, 3.142554, 2.308209], [-3.866801, 2.938340, 1.015238], [-3.683593, 4.015051, 3.223105], [-1.233510, 1.683244, 1.686430], [-1.697797, 1.424627, 0.481372], [-0.086010, 1.139635, 1.835384], [-3.010923, 5.798597, 5.958573], [-4.257506, 4.585751, 6.212059], [-4.487219, 5.824123, 4.979139], [-1.457574, 3.798531, 5.750688], [0.112950, 2.297010, 5.444135], [0.851051, 2.506211, 3.853278], [-0.000635, 1.021146, 4.230974], [-3.341849, 3.407199, 0.180094], [-4.850279, 3.395866, 1.093100], [-3.997617, 1.886152, 0.771417], [-4.611629, 4.513167, 2.973577]], "forces_ev_per_angstrom": [[0.0983, 0.2860, -0.4069], [0.1468, 0.1291, -0.2201], [-0.1508, -0.4157, 0.3427], [0.2363, 0.2020, 0.2833], [-0.3403, -0.1128, 0.0333], [0.1352, 0.0859, -0.1018], [0.0887, -0.0477, 0.0618], [-0.1953, -0.2167, -0.1234], [0.0905, 0.0142, 0.0298], [-0.0610, -0.0032, -0.0343], [0.0392, 0.0180, 0.0057], [-0.0775, 0.0421, -0.0268], [-0.0054, 0.0005, 0.0278], [-0.0328, 0.1008, 0.1048], [-0.0358, 0.0046, -0.0296], [-0.0222, -0.0060, 0.0237], [0.0121, -0.0045, 0.0190], [-0.0059, 0.0217, 0.0029], [-0.0315, -0.0277, 0.0065], [0.0257, 0.0258, -0.0202], [-0.0174, -0.0117, 0.0041], [0.0247, -0.0234, 0.0119], [0.0055, -0.0291, 0.0112], [-0.1376, -0.0981, -0.0408], [-0.1540, 0.0542, -0.0540], [0.0577, -0.1133, 0.1122], [0.0377, -0.0727, -0.1147], [-0.0854, -0.0784, -0.0429], [0.1142, -0.0542, -0.1420], [0.0478, 0.1135, -0.0414], [0.0218, -0.0237, -0.1624], [-0.0625, 0.1098, 0.3503], [0.0418, 0.0483, 0.0201], [0.0798, 0.0141, 0.0392], [0.0288, -0.0029, -0.0236], [0.0632, -0.0033, 0.0499], [-0.0373, 0.0426, 0.0159], [-0.0005, 0.0488, 0.0590], [0.0324, 0.0602, 0.0333], [0.0218, 0.0047, 0.0357], [-0.0288, -0.0556, 0.0010], [-0.0188, -0.0226, 0.0235], [-0.0178, -0.0095, 0.0253], [-0.0292, 0.0170, 0.0500], [-0.0144, 0.0316, 0.0179], [-0.0211, 0.0095, -0.0195], [-0.0084, -0.0835, -0.0758], [-0.1290, 0.0692, 0.0494], [0.0626, 0.0316, -0.0025], [0.1084, 0.0344, -0.0180], [-0.0538, 0.0201, 0.0623], [-0.0484, 0.0473, -0.0768], [0.0348, -0.0547, 0.0422], [-0.0512, -0.3023, -0.2488], [0.0317, 0.2364, -0.0685], [0.2081, 0.0258, 0.1306], [0.0023, -0.0082, 0.0009], [-0.0019, 0.0098, 0.0093], [0.0042, -0.0055, -0.0113], [0.0096, -0.0002, 0.0077], [0.0402, 0.0079, -0.0123], [-0.0140, -0.0268, -0.0151], [-0.0393, -0.0383, -0.0112], [0.0139, -0.0278, 0.0099], [-0.0007, 0.0230, -0.0166], [-0.0175, -0.0020, 0.0497], [-0.0183, -0.0081, -0.0023]], "max_force_ev_per_a": 0.56, "total_charge": 2, "homo_lumo_gap_ev": 7.0, "homo_energy_ev": -13.76, "molar_mass_g_mol": 584.7}

---

{"formula": "C24H32N4O3", "method": "ωB97M-V/def2-TZVPD", "elements": ["C", "C", "O", "C", "C", "C", "C", "N", "C", "C", "C", "C", "C", "N", "N", "C", "O", "C", "C", "O", "N", "C", "C", "C", "C", "C", "C", "C", "C", "C", "C", "H", "H", "H", "H", "H", "H", "H", "H", "H", "H", "H", "H", "H", "H", "H", "H", "H", "H", "H", "H", "H", "H", "H", "H", "H", "H", "H", "H", "H", "H", "H", "H"], "positions_angstrom": [[-10.435098, -1.766176, -0.014867], [-9.196953, -0.974894, -0.404982], [-8.120628, -1.446351, 0.383836], [-6.893432, -0.894992, 0.227611], [-5.884618, -1.416126, 1.043205], [-4.598933, -0.930437, 0.968394], [-4.289318, 0.094504, 0.078224], [-2.976263, 0.603062, 0.002964], [-2.308962, 1.212283, 1.038178], [-2.925959, 1.414775, 2.376651], [-1.076748, 1.587005, 0.583815], [-0.978991, 1.199372, -0.784999], [0.101822, 1.399566, -1.725569], [1.354979, 1.517334, -1.532149], [1.868465, 1.399759, -0.284728], [3.184765, 1.611911, -0.037150], [3.989866, 1.969776, -0.872793], [3.586571, 1.340913, 1.401538], [4.518832, 0.119000, 1.441651], [4.286073, -0.843453, 2.142401], [5.599853, 0.268670, 0.662091], [6.567867, -0.784996, 0.438462], [6.338372, -1.454404, -0.919067], [7.374733, -2.548142, -1.157079], [8.786298, -1.974849, -1.079672], [9.015574, -1.312070, 0.275065], [7.983777, -0.213803, 0.513634], [-2.188018, 0.603586, -1.110105], [-2.609145, -0.023407, -2.392158], [-5.287308, 0.614137, -0.733751], [-6.580064, 0.125533, -0.665865], [-11.286973, -1.431175, -0.599441], [-10.271155, -2.824805, -0.195807], [-10.647974, -1.624555, 1.041049], [-8.973823, -1.119896, -1.471113], [-9.357452, 0.096460, -0.220877], [-6.139840, -2.209770, 1.726902], [-3.824042, -1.348870, 1.591933], [-2.828497, 0.524367, 2.999037], [-3.986032, 1.645062, 2.281078], [-2.429112, 2.237090, 2.885375], [-0.362320, 2.151307, 1.152064], [-0.177034, 1.447474, -2.770771], [1.263926, 1.071045, 0.466545], [2.734608, 1.150452, 2.052485], [4.146573, 2.200748, 1.772507], [5.584721, 1.029722, -0.009427], [6.416105, -1.517288, 1.238904], [5.331479, -1.875446, -0.948238], [6.410033, -0.698218, -1.704825], [7.210023, -3.004639, -2.135095], [7.257825, -3.326339, -0.399585], [9.519469, -2.769151, -1.233726], [8.921391, -1.235661, -1.872501], [10.021239, -0.888989, 0.318974], [8.932685, -2.062661, 1.064153], [8.140872, 0.245620, 1.491338], [8.092914, 0.562964, -0.247200], [-2.966425, 0.729569, -3.096740], [-3.410216, -0.740087, -2.222330], [-1.768437, -0.538773, -2.851189], [-5.052222, 1.413541, -1.420231], [-7.332315, 0.551513, -1.310306]], "forces_ev_per_angstrom": [[0.4244, 0.1607, -0.0261], [-0.3751, 0.0824, -0.1947], [0.1382, -0.1111, 0.1505], [0.2381, 0.0301, 0.0458], [-0.2338, 0.0259, -0.0572], [0.0132, 0.1034, -0.1677], [-0.5837, -0.1292, -0.0643], [0.3097, 0.1778, 0.0255], [0.2386, 0.2322, 0.3631], [-0.0113, -0.0756, -0.0294], [-0.1776, -0.0511, 0.0509], [-0.5191, -0.1842, 0.2386], [0.0955, -0.0782, -0.0382], [0.4224, 0.1123, -0.7361], [-0.9884, -0.1635, 0.6209], [0.2119, 0.2000, 0.0853], [-0.0066, 0.0884, -0.0696], [0.0300, -0.2369, -0.0764], [-0.2117, 0.4839, 0.0252], [-0.1080, -0.3237, 0.2528], [0.3914, 0.0333, -0.2495], [0.0655, 0.0280, -0.0756], [-0.0149, -0.2605, 0.3042], [0.0457, 0.2189, -0.2474], [-0.0087, -0.2601, 0.2259], [0.0484, 0.2294, -0.2640], [-0.0493, -0.3229, 0.2599], [0.6055, -0.0490, -0.3198], [0.0012, 0.0698, -0.0321], [0.2821, -0.0605, 0.2348], [-0.3456, -0.1376, -0.0192], [-0.0984, 0.0198, -0.0499], [-0.0311, -0.1021, -0.0288], [-0.0676, 0.0110, 0.0874], [0.0281, 0.0713, 0.1205], [0.0823, -0.1034, -0.0561], [-0.0238, -0.0999, 0.0853], [0.0936, -0.0397, 0.0580], [-0.0597, -0.0037, 0.0835], [-0.0494, 0.0506, 0.0931], [-0.0004, 0.0291, 0.0326], [0.0822, 0.1100, 0.1429], [0.0155, 0.0421, -0.1335], [0.2822, 0.0661, -0.1915], [0.0870, -0.0469, -0.0073], [-0.0927, 0.0368, -0.0616], [-0.1227, -0.0184, 0.1197], [0.0603, 0.0597, -0.1034], [-0.0473, 0.0749, -0.0248], [-0.0352, 0.0659, -0.0580], [-0.0256, -0.0891, 0.0349], [-0.0160, -0.0960, 0.0099], [0.0446, 0.0297, -0.0768], [0.0480, 0.0281, -0.0770], [0.0246, -0.0469, 0.0799], [0.0485, -0.0415, 0.0711], [-0.0444, 0.0825, -0.0177], [0.0119, 0.1061, -0.0384], [-0.0747, -0.0360, -0.0902], [0.0069, -0.0487, -0.0877], [-0.0054, -0.0410, -0.0409], [0.0399, 0.0861, -0.0531], [-0.0890, 0.0115, -0.0383]], "max_force_ev_per_a": 1.18, "homo_lumo_gap_ev": 8.5, "homo_energy_ev": -7.94, "de_lowest_kcal_mol": 35.3, "molar_mass_g_mol": 424.5}